1.
Density functional theory data (ωB97M-V/def2-TZVPD) for C3H6N2O in the gas phase.

Last column: Löwdin charge in e.
Element x y z (Å)
1 O -1.802 1.284 1.683  0.04
2 N -1.157 -0.137 -0.020  0.06
3 N 0.985 -1.209 -0.410  0.00
4 C 1.533 0.011 -0.972  -0.13
5 C -0.223 -1.222 -0.052  -0.24
6 C -1.474 0.192 1.284  -0.35
7 H 1.530 -0.074 -2.075  0.09
8 H -0.998 0.692 -0.589  0.13
9 H 1.034 0.937 -0.627  0.07
10 H -0.635 -2.148 0.346  0.12
11 H -1.368 -0.677 1.948  0.13
12 H 2.588 0.052 -0.694  0.07

Calculated values
**Calculated total energy**: -302.641056 hartree
**Relative energy (zero: lowest compared OMol25 entry of this formula, charge and spin)**: 32.7 kcal/mol
**E_LUMO**: 0.93 eV
**Frontier orbital gap**: 11.193 eV
**Total charge**: 0



2.
Density functional theory data (ωB97M-V/def2-TZVPD) for 2 unconnected molecules or ions with the total composition C22H28FN3O3 at a distorted geometry.

Last column: Löwdin charge in e.
Element x y z (Å)
1 F 2.697 2.424 -1.321  0.01
2 O 1.783 0.885 3.353  0.05
3 O -3.476 -2.328 1.564  0.00
4 O 0.126 3.773 -0.963  0.05
5 N 3.082 -3.256 -1.546  0.13
6 N 3.703 0.935 0.846  0.00
7 N -4.806 -1.615 -0.312  0.02
8 C -3.120 1.684 -1.892  -0.17
9 C -3.244 1.395 1.529  -0.01
10 C 0.327 2.775 -0.226  -0.22
11 C -4.317 0.633 -1.545  -0.18
12 C 2.017 -2.040 -3.687  -0.07
13 C 1.357 1.179 2.208  -0.22
14 C 5.272 -0.209 -0.761  -0.20
15 C 6.449 -0.730 0.202  -0.27
16 C -2.740 0.608 2.763  -0.02
17 C -5.732 -1.474 2.161  -0.04
18 C -1.185 0.534 2.968  0.03
19 C 1.824 2.179 -0.203  -0.04
20 C -3.744 -0.785 -0.976  -0.21
21 C 3.806 -0.236 -0.105  -0.21
22 C 2.612 -2.720 -2.490  -0.25
23 C -2.944 2.828 -0.732  -0.16
24 C 2.309 1.433 0.928  -0.07
25 C 6.267 -2.246 0.722  -0.13
26 C -4.547 -1.835 1.110  -0.43
27 C -0.729 2.070 0.723  0.01
28 C -0.215 1.262 1.985  -0.02
29 C -2.261 2.100 0.511  -0.10
30 H -5.753 -1.252 -0.487  0.11
31 H -2.795 -0.663 -0.347  0.12
32 H 5.503 0.907 -0.975  0.12
33 H -0.785 -0.067 3.850  0.11
34 H 3.592 -1.173 0.519  0.11
35 H 6.921 -2.419 1.660  0.08
36 H 7.435 -0.718 -0.409  0.11
37 H -6.087 -0.391 2.076  0.07
38 H 5.331 -0.752 -1.767  0.10
39 H 1.712 -2.785 -4.424  0.08
40 H 6.582 -2.941 -0.149  0.08
41 H -3.334 2.139 -2.918  0.11
42 H -5.450 -1.715 3.239  0.08
43 H -3.468 0.079 3.464  0.10
44 H -2.326 3.664 -1.201  0.10
45 H -5.033 1.029 -0.748  0.09
46 H -4.820 0.375 -2.545  0.11
47 H -3.416 -1.385 -1.914  0.12
48 H 3.041 -0.184 -0.962  0.11
49 H -2.118 1.101 -1.872  0.12
50 H -6.626 -2.153 1.882  0.09
51 H 2.753 -1.372 -4.139  0.08
52 H -3.983 3.269 -0.471  0.12
53 H 3.977 0.655 1.803  0.12
54 H 5.188 -2.507 1.002  0.06
55 H 6.621 0.018 1.065  0.10
56 H 1.144 -1.457 -3.387  0.08
57 H -4.377 1.475 1.340  0.10

Calculated values
**Calculated total energy**: -1344.661262 hartree
**Relative energy (zero: lowest compared OMol25 entry of this formula, charge and spin)**: 216.6 kcal/mol
**E_LUMO**: -1.47 eV
**Frontier orbital gap**: 7.464 eV
**Total charge**: 0



3.
Density functional theory data (ωB97M-V/def2-TZVPD) for a molecular structure, C16H40GeN3O9P2SV.

Last column: Löwdin charge in e.
Element x y z (Å)
1 Ge 0.297 3.389 0.642  0.83
2 V -0.070 -0.051 0.540  1.03
3 S 1.527 -1.536 -1.897  1.15
4 P -2.719 0.709 2.264  0.42
5 P -2.419 -1.514 0.302  0.36
6 O -2.976 0.674 3.710  -0.22
7 O 0.332 -0.940 3.290  0.02
8 O -3.281 1.955 1.477  -0.08
9 O -3.389 -2.504 -0.444  -0.06
10 O -1.247 0.616 1.784  -0.39
11 O -1.857 -0.417 -0.593  -0.32
12 O -1.307 -2.121 1.110  -0.28
13 O 0.638 -1.339 -0.609  -0.57
14 O 2.275 0.951 -1.007  -0.12
15 N 1.028 -0.420 2.229  -0.07
16 N -3.556 -1.755 2.721  0.20
17 N 1.943 0.618 0.149  -0.20
18 C 2.055 3.929 0.025  -0.19
19 C -0.009 -3.937 -1.847  -0.25
20 C 4.269 0.734 0.835  0.02
21 C -1.172 -3.562 -2.758  -0.10
22 C -0.287 1.718 -0.358  -0.21
23 C 2.271 -0.075 2.322  -0.21
24 C 2.827 0.469 1.100  -0.24
25 C 2.564 -0.838 -4.848  -0.09
26 C 0.309 3.162 2.577  -0.18
27 C -1.087 4.621 0.061  -0.19
28 C 3.119 -0.229 3.536  0.04
29 C -3.554 -0.791 1.547  -0.47
30 C 1.564 0.055 -4.125  -0.28
31 C -4.979 -0.508 1.096  -0.05
32 C 1.331 -3.303 -2.201  -0.30
33 C 0.607 -0.740 -3.244  -0.30
34 H 2.173 3.787 -1.046  0.03
35 H -4.301 -2.448 2.645  0.18
36 H 1.593 -3.414 -3.258  0.11
37 H -0.691 3.033 2.985  0.02
38 H -4.966 0.161 0.237  0.10
39 H -2.028 -4.213 -2.556  0.09
40 H 2.058 -1.580 -5.470  0.09
41 H 0.919 2.313 2.884  0.00
42 H -2.072 4.256 0.345  0.01
43 H -3.933 2.478 1.969  0.13
44 H 3.218 -1.366 -4.147  0.07
45 H -5.477 -1.429 0.794  0.09
46 H 3.498 0.750 3.838  0.12
47 H -2.645 -2.236 2.751  0.15
48 H -3.655 -1.193 3.585  0.15
49 H -0.925 5.592 0.530  0.04
50 H 4.407 1.755 0.477  0.09
51 H -0.242 -3.715 -0.804  0.09
52 H 2.079 0.802 -3.521  0.10
53 H 2.134 -3.751 -1.615  0.10
54 H 0.101 -1.521 -3.808  0.09
55 H 0.950 0.593 -4.850  0.13
56 H -1.055 4.752 -1.020  0.04
57 H 3.210 -0.250 -5.497  0.09
58 H 2.842 3.385 0.544  0.01
59 H 0.784 -0.680 4.107  0.11
60 H -5.558 -0.033 1.890  0.10
61 H 3.982 -0.850 3.292  0.12
62 H -3.015 -3.020 -1.176  0.07
63 H 4.879 0.585 1.720  0.09
64 H -0.928 -3.716 -3.810  0.09
65 H -1.360 1.763 -0.525  0.04
66 H 4.627 0.076 0.040  0.10
67 H 0.155 -5.015 -1.902  0.13
68 H -0.143 -0.128 -2.741  0.09
69 H 2.620 -0.686 4.386  0.09
70 H 0.280 1.610 -1.284  0.04
71 H 0.740 4.063 3.017  0.04
72 H -1.475 -2.519 -2.639  0.06
73 H 2.173 4.989 0.251  0.04

Calculated values
**Calculated total energy**: -5576.484654 hartree
**Relative energy (zero: lowest compared OMol25 entry of this formula, charge and spin)**: 7.8 kcal/mol
**E_LUMO**: -7.64 eV
**Frontier orbital gap**: 6.542 eV
**Total charge**: +2



4.
Density functional theory data (ωB97M-V/def2-TZVPD) for C4H9N3O in the gas phase at a distorted geometry.

Last column: Löwdin charge in e.
Element x y z (Å)
1 O -1.325 -0.893 -0.303  -0.17
2 N 0.637 -1.837 1.013  0.05
3 N 1.943 0.356 0.533  0.09
4 N 0.252 -1.204 -0.121  -0.10
5 C -0.051 1.703 -2.114  0.01
6 C 0.900 0.020 -0.357  -0.38
7 C 0.343 0.866 -1.206  -0.06
8 C -1.879 -0.124 0.725  -0.16
9 H 2.393 1.230 0.295  0.09
10 H 0.516 -1.309 1.880  0.10
11 H -1.943 -0.693 1.668  0.07
12 H 0.315 1.646 -3.133  0.05
13 H 2.613 -0.398 0.621  0.08
14 H -0.774 2.482 -1.908  0.05
15 H -1.298 0.792 0.917  0.08
16 H -2.900 0.140 0.435  0.09
17 H 0.260 -2.775 1.055  0.10

Calculated values
**Calculated total energy**: -397.143388 hartree
**Relative energy (zero: lowest compared OMol25 entry of this formula, charge and spin)**: 130.1 kcal/mol
**E_LUMO**: 0.97 eV
**Frontier orbital gap**: 8.813 eV
**Total charge**: 0



5.
Density functional theory data (ωB97M-V/def2-TZVPD) for a molecular structure, C21H42Cl2O11 at a distorted geometry.

Last column: Löwdin charge in e.
Element x y z (Å)
1 Cl 1.984 -0.789 0.032  0.88
2 Cl 0.542 1.688 0.747  0.93
3 O -1.782 -4.153 1.090  0.08
4 O -0.405 -2.285 0.967  0.02
5 O -1.711 2.971 3.988  0.05
6 O -1.022 -3.053 2.961  0.04
7 O -2.180 2.369 -1.207  0.07
8 O 0.337 3.705 3.348  0.01
9 O -1.570 0.098 -5.405  0.03
10 O 5.310 -0.821 -2.799  0.08
11 O -1.215 -1.439 -3.744  0.06
12 O 4.353 -0.885 -0.683  -0.15
13 O -0.723 0.694 -1.732  -0.09
14 C -2.327 2.210 0.183  -0.25
15 C -1.605 1.487 -1.988  -0.40
16 C 3.894 -2.649 -2.185  0.02
17 C -0.458 -2.110 -0.401  -0.38
18 C 5.076 0.146 -0.120  -0.23
19 C 4.623 -1.351 -1.910  -0.49
20 C 0.546 0.273 -0.305  -0.73
21 C -3.086 -1.650 -5.247  0.02
22 C 0.469 -1.832 -2.059  -0.16
23 C -0.329 3.928 5.676  0.02
24 C 0.092 -0.969 -3.263  -0.10
25 C -3.675 2.795 0.694  -0.02
26 C -1.846 -0.911 -4.759  -0.57
27 C -1.132 -3.248 1.656  -0.49
28 C -0.300 -4.926 4.439  -0.07
29 C -2.210 1.441 -3.363  0.06
30 C 4.194 1.021 0.834  -0.10
31 C -0.609 3.510 4.258  -0.49
32 C -1.438 -4.075 3.902  -0.20
33 C -0.155 4.401 1.085  -0.04
34 C 0.235 3.158 2.038  -0.50
35 H 0.574 3.448 6.052  0.09
36 H -1.575 2.807 0.700  0.02
37 H -1.923 -3.560 4.732  0.12
38 H -2.895 0.630 -3.610  0.10
39 H -2.579 2.439 -3.597  0.11
40 H 0.430 -1.505 -0.583  -0.05
41 H 4.264 -3.476 -1.578  0.10
42 H -3.582 3.162 1.716  0.07
43 H -0.438 4.134 0.067  0.06
44 H -4.130 3.538 0.039  0.08
45 H 0.782 4.954 1.147  0.08
46 H 4.544 2.038 1.009  0.07
47 H 6.075 -0.134 0.215  0.13
48 H -0.337 -3.116 -0.803  0.16
49 H -0.337 -1.856 -1.325  -0.14
50 H 3.154 1.194 0.558  -0.01
51 H -1.391 1.326 -4.073  0.08
52 H -1.375 -1.633 -0.748  0.19
53 H -2.893 -2.186 -6.176  0.09
54 H -2.296 1.219 0.636  0.14
55 H -4.003 -1.062 -5.299  0.09
56 H -0.287 5.018 5.673  0.09
57 H 2.845 -2.688 -1.890  0.04
58 H 4.188 0.605 1.842  0.07
59 H 0.261 -5.491 3.695  0.08
60 H -2.163 -4.768 3.477  0.12
61 H -0.545 2.398 2.009  0.03
62 H 0.907 -0.896 -3.983  0.14
63 H -1.061 3.615 6.421  0.09
64 H -3.161 -2.649 -4.819  0.08
65 H 0.663 0.743 -1.281  0.06
66 H 1.343 -1.499 -1.500  -0.03
67 H -0.721 -5.758 5.003  0.08
68 H 3.799 -2.777 -3.263  0.10
69 H 0.633 -2.881 -2.307  0.13
70 H 1.228 2.870 1.694  0.02
71 H -4.261 1.876 0.716  0.07
72 H -0.358 -0.333 -0.232  0.05
73 H 5.378 0.883 -0.864  0.11
74 H -0.072 -0.015 -2.763  0.04
75 H 0.392 -4.367 5.069  0.08
76 H -0.959 5.011 1.496  0.09

Calculated values
**Calculated total energy**: -2572.576805 hartree
**Relative energy (zero: lowest compared OMol25 entry of this formula, charge and spin)**: 479.5 kcal/mol
**E_LUMO**: 0.41 eV
**Frontier orbital gap**: 8.320 eV
**Total charge**: 0



6.
Density functional theory data (ωB97M-V/def2-TZVPD) for a molecular structure, C7H14O at a distorted geometry.

Last column: Löwdin charge in e.
Element x y z (Å)
1 O -0.027 0.744 2.791  -0.09
2 C -0.114 -1.056 -0.155  -0.17
3 C 3.437 0.402 -0.725  -0.09
4 C 1.236 -0.837 0.096  -0.11
5 C -0.837 -0.054 -0.815  -0.16
6 C 1.945 0.049 -0.866  -0.19
7 C -3.171 0.270 0.104  -0.10
8 C -2.270 -0.155 -1.116  -0.26
9 H -0.389 0.927 -0.776  0.10
10 H -4.173 0.523 -0.216  0.06
11 H -0.750 -1.936 0.101  0.13
12 H -2.466 -1.239 -1.221  0.10
13 H 1.729 0.176 -1.954  0.13
14 H 3.667 1.310 -1.145  0.04
15 H 4.049 -0.360 -1.181  0.08
16 H -3.315 -0.445 0.927  0.07
17 H -2.562 1.102 0.550  0.08
18 H 0.629 0.120 3.182  0.06
19 H 1.372 0.464 0.160  0.13
20 H 3.655 0.666 0.285  0.07
21 H -2.476 0.520 -2.034  0.14
22 H -0.116 0.509 1.851  -0.02

Calculated values
**Calculated total energy**: -350.139665 hartree
**Relative energy (zero: lowest compared OMol25 entry of this formula, charge and spin)**: 137.9 kcal/mol
**E_LUMO**: 0.03 eV
**Frontier orbital gap**: 7.996 eV
**Total charge**: 0